Entry 1:
{
  "formula": "C5H14O2",
  "method": "wB97M-V/def2-TZVPD",
  "species": ["H", "H", "O", "C", "H", "H", "C", "H", "H", "O", "H", "H", "H", "C", "H", "H", "H", "H", "H", "C", "C"],
  "positions_angstrom": [[-0.1630, 0.3084, -2.6365], [1.0955, -1.7056, -2.0974], [1.5696, -0.7997, -2.1674], [0.2938, -0.7647, 0.3793], [-2.1219, -1.4417, 1.7019], [-3.1222, -1.8888, 0.4127], [0.7451, 0.2769, -1.9762], [2.1216, 4.4106, 2.4555], [1.3383, 1.2072, -2.0760], [1.6023, 3.8105, 1.8896], [1.2752, 2.9797, 2.3885], [0.2826, -0.4437, 1.4575], [1.2041, -1.3853, 0.2659], [-2.1977, -1.2860, 0.6376], [-0.6913, -2.5112, 0.5071], [-0.4117, 1.1755, -0.3756], [-2.5773, -0.2317, 0.6205], [1.2803, 1.2020, 0.1315], [-1.0645, -1.7736, -1.0562], [0.4802, 0.4841, -0.4535], [-0.9391, -1.6226, -0.0087]],
  "atomic_forces_ev_per_a": [[0.7, -0.1, 0.7], [0.9, 2.6, -0.1], [0.2, -3.4, -0.8], [0.1, 0.4, 0.1], [0.3, -0.1, 0.6], [1.1, 0.3, -0.4], [-0.3, 2.0, 1.9], [-0.5, -0.9, 0.0], [-0.2, -0.6, -1.3], [-0.7, -1.6, 0.8], [1.2, 2.5, -0.8], [-0.3, -0.6, -0.8], [-0.4, 0.2, 0.1], [-3.7, 1.7, 1.5], [0.3, -1.8, -0.3], [0.5, -0.8, 0.0], [0.6, -0.5, -0.6], [-1.3, -1.9, -1.9], [0.3, -0.1, -0.9], [-0.4, 2.6, 1.5], [1.6, 0.3, 0.9]],
  "homo_lumo_gap_ev": 10.73,
  "de_lowest_kj_mol": 157.6,
  "lumo_ev": 0.74,
  "total_charge": 0,
  "spin_multiplicity": 1,
  "smiles": "CCCCCO.O"
}

Entry 2:
{
  "formula": "C5H14O2",
  "method": "wB97M-V/def2-TZVPD",
  "species": ["O", "H", "C", "H", "H", "H", "H", "H", "C", "H", "H", "C", "H", "C", "H", "H", "C", "H", "O", "H", "H"],
  "positions_angstrom": [[2.1261, 0.4698, -2.1055], [-0.7943, -0.0375, 2.6548], [-1.0762, -0.7606, 0.6389], [-2.4995, -2.1381, -0.9705], [-0.5164, 2.9696, 0.0642], [1.6207, -0.0528, 2.9232], [1.4943, -1.2947, 1.5497], [-1.8865, -1.4397, 1.1512], [-1.6776, -1.6812, -1.5631], [-0.9494, -2.3033, -2.1460], [1.2606, 0.7594, -1.7386], [-1.0018, -0.7049, -0.6669], [2.6811, 0.1895, -1.4017], [1.2055, -0.3197, 1.8574], [-2.0765, -1.3299, -2.4781], [0.7750, 3.4128, -0.6653], [-0.3565, 0.0685, 1.5999], [1.9191, 0.2077, 1.2333], [0.3896, 2.7335, -0.1815], [-0.3245, 1.1183, 1.3664], [-0.3129, 0.1331, -1.1220]],
  "atomic_forces_ev_per_a": [[-1.5, 0.7, -1.1], [0.2, 0.2, -1.6], [-2.4, -1.4, 1.6], [0.8, -0.5, -0.7], [0.4, 0.2, -0.3], [-1.2, -0.8, -1.8], [-0.4, -1.4, 0.4], [1.7, 0.8, -1.3], [0.3, -0.5, -0.2], [-0.2, -0.6, 1.6], [1.2, -0.3, 0.0], [1.6, 1.6, -1.9], [0.4, -0.3, 1.1], [0.1, 1.5, 1.1], [-1.2, 1.6, -0.6], [0.8, 2.0, -1.3], [2.4, -0.1, 3.3], [-0.4, 0.9, -0.5], [-1.2, -2.2, 1.5], [-0.2, 0.4, -0.2], [-1.4, -1.9, 0.8]],
  "homo_lumo_gap_ev": 9.71,
  "de_lowest_kj_mol": 184.6,
  "lumo_ev": 0.60,
  "total_charge": 0,
  "spin_multiplicity": 1,
  "smiles": "C/C=C/CC.O.O"
}

Entry 3:
{
  "formula": "C5H14O2Si2",
  "method": "wB97M-V/def2-TZVPD",
  "species": ["C", "H", "H", "H", "H", "C", "C", "C", "C", "H", "H", "H", "H", "H", "H", "H", "H", "Si", "Si", "H", "O", "H", "O"],
  "positions_angstrom": [[-2.3111, 1.6401, -0.1520], [-1.5175, 2.3336, 0.0602], [4.1885, 1.5626, -0.8834], [2.5146, 1.3004, 1.3852], [-2.3083, 0.6258, 1.7290], [-3.0801, -0.7953, 0.2687], [0.7366, -1.3216, -0.2848], [0.3402, -1.9455, -1.3880], [-2.1288, 0.3873, 0.6837], [-2.5308, -1.8040, 0.4940], [1.7013, -1.6621, 0.1294], [-4.0729, -0.5005, 0.7169], [-3.2340, 2.1320, 0.0939], [-2.2928, 1.4067, -1.2891], [0.7388, -2.7872, -1.8946], [5.7334, 0.1425, 0.5733], [3.4088, -0.6199, -0.4371], [-0.2700, 0.0765, 0.4917], [4.3085, 0.3921, 0.0682], [-3.3514, -0.9708, -0.7647], [3.4233, 0.8343, 1.3700], [-0.5529, -1.6986, -1.8854], [0.5566, 1.2714, 0.9148]],
  "atomic_forces_ev_per_a": [[0.0, -0.2, -1.9], [0.3, 0.4, 0.0], [0.6, -0.5, 0.0], [1.8, -1.3, -0.6], [0.2, -0.1, 0.2], [0.5, -0.5, 1.1], [-0.2, -0.6, 0.2], [-0.6, 0.1, 0.3], [0.1, -1.8, -1.7], [-1.8, 1.6, 0.5], [-0.7, 0.5, 0.2], [0.9, -1.4, 0.1], [-0.6, 0.2, -0.1], [-0.1, 0.4, 1.8], [1.3, -0.6, 0.0], [-0.9, -0.2, -0.6], [0.6, -1.1, -0.8], [0.6, -0.3, -0.1], [-0.7, 1.8, 0.7], [0.5, 0.8, -0.7], [-1.4, 1.2, 1.2], [-1.4, 0.7, -0.4], [0.8, 0.8, 0.5]],
  "homo_lumo_gap_ev": 9.75,
  "de_lowest_kj_mol": 223.5,
  "lumo_ev": -0.09,
  "total_charge": 0,
  "spin_multiplicity": 1,
  "smiles": "C=C[Si](=O)C(C)C.O[SiH3]"
}

Entry 4:
{
  "formula": "C5H14O3",
  "method": "wB97M-V/def2-TZVPD",
  "species": ["O", "H", "H", "H", "C", "H", "C", "H", "H", "C", "H", "C", "H", "H", "H", "H", "O", "H", "H", "H", "O", "C"],
  "positions_angstrom": [[-1.6379, -1.9689, 4.5835], [-1.7655, 1.6889, -1.7871], [-0.5187, 2.9868, -2.3917], [-3.2702, -1.1246, -5.7151], [1.1289, 2.1297, -0.1848], [-0.1132, 0.5055, -0.9851], [2.3990, 1.6605, 0.2949], [-1.9257, -2.3655, 5.3185], [1.9461, -0.4169, 0.9249], [-0.9800, 2.3508, -1.5522], [-3.1493, -2.5480, -6.1271], [0.0583, 1.6160, -0.8302], [3.2067, 2.4272, 0.3051], [-1.0453, 3.4014, -1.1851], [0.6911, -2.5777, 3.1826], [1.0176, -4.1729, 3.1532], [-3.2920, -1.6996, -6.5935], [1.1609, 3.3078, 0.1137], [-1.0099, -2.4351, 4.1043], [3.6268, 0.1593, 0.9990], [0.8507, -3.4052, 3.6226], [2.6215, 0.4804, 0.7494]],
  "atomic_forces_ev_per_a": [[-0.6, 4.5, -3.2], [-1.4, 0.3, -0.5], [-0.1, -2.0, -1.2], [-0.1, -1.2, -2.9], [1.5, 4.1, 0.9], [0.9, 1.1, 0.4], [-1.7, 3.6, -1.5], [-1.2, -2.7, 4.0], [0.2, 1.6, -0.6], [2.7, 3.5, -0.2], [-0.1, 0.2, -0.8], [-0.6, -2.7, 0.1], [-0.5, -0.6, 0.2], [-1.8, -0.8, 1.6], [0.4, 0.0, -1.2], [0.4, -1.5, -2.2], [0.2, 1.0, 3.8], [-0.8, -2.3, -1.3], [1.6, -1.9, -0.7], [0.3, 0.2, 0.2], [-0.7, 1.7, 3.3], [1.4, -6.3, 2.0]],
  "homo_lumo_gap_ev": [2.17, 6.21],
  "de_lowest_kj_mol": 413.6,
  "lumo_ev": [2.85, 2.80],
  "total_charge": -1,
  "spin_multiplicity": 2
}

Entry 5:
{
  "formula": "C5H14O4",
  "method": "wB97M-V/def2-TZVPD",
  "species": ["H", "O", "C", "H", "H", "H", "H", "O", "H", "H", "H", "H", "C", "H", "H", "H", "C", "H", "O", "C", "C", "O", "H"],
  "positions_angstrom": [[-0.0456, -1.3920, -0.5197], [-0.5846, -1.2600, -2.4983], [0.2706, 0.8482, 1.3736], [2.5299, 0.8501, -1.3626], [-1.4610, 1.1144, 2.1829], [2.0670, -0.5527, -0.3925], [-2.4679, -1.6083, 0.2544], [1.2132, 1.2250, 2.3340], [2.9005, 0.8092, 0.3713], [-3.0120, -1.2861, -1.4028], [0.9212, 2.2668, -0.1021], [-0.4876, -0.3068, -2.4697], [-2.2094, -1.1337, -0.6772], [1.3167, 2.1906, 2.3286], [0.0642, 0.9628, -0.8371], [-2.1056, -0.0615, -0.4715], [2.1646, 0.5292, -0.3842], [-0.9912, -2.7918, -1.2948], [0.0243, -0.4901, 1.5734], [-0.8970, -1.7085, -1.1936], [0.8225, 1.1786, -0.0889], [-0.9063, 1.5604, 1.5249], [0.8734, -0.9436, 1.7518]],
  "atomic_forces_ev_per_a": [[-1.1, -0.9, -0.5], [0.0, 0.0, -0.6], [0.7, 0.8, -1.7], [0.0, -0.1, 0.1], [0.2, 0.0, 0.0], [0.1, -0.2, -0.1], [-0.2, -0.2, 0.4], [0.4, 0.3, 0.4], [0.0, 0.0, -0.1], [0.1, 0.0, 0.1], [0.1, 0.1, 0.0], [0.0, 0.2, -0.1], [0.4, 0.3, -0.3], [-0.1, -0.4, -0.1], [-0.1, -0.3, 0.1], [-0.1, -0.1, -0.1], [-0.2, 0.2, 0.0], [0.3, 0.1, 0.3], [0.4, -0.8, 0.3], [0.5, 0.5, 0.5], [-0.3, 0.3, 1.4], [-0.4, -0.1, -0.1], [-0.6, 0.4, -0.1]],
  "homo_lumo_gap_ev": 10.63,
  "de_lowest_kj_mol": 90.7,
  "lumo_ev": 0.65,
  "total_charge": 0,
  "spin_multiplicity": 1,
  "smiles": "CCC(O)(O)O.CCO"
}

Entry 6:
{
  "formula": "C5H14OP",
  "method": "wB97M-V/def2-TZVPD",
  "species": ["H", "H", "C", "C", "H", "O", "H", "H", "H", "C", "H", "P", "C", "H", "H", "H", "H", "H", "C", "H", "H"],
  "positions_angstrom": [[-1.8127, -1.9510, -0.2255], [-3.3267, -1.0543, 0.3471], [1.8591, -1.5144, 0.5976], [-2.3078, -0.9389, -0.1570], [1.4836, 2.9013, -0.6015], [-0.3881, 0.7908, -1.8111], [1.0886, -1.5928, 1.5225], [0.1071, 3.0121, 0.6451], [1.7507, 2.4669, 1.1039], [1.0092, 2.3767, 0.2754], [-1.0762, -0.5869, 1.6063], [0.0545, 0.5666, -0.3394], [-1.4118, -0.0538, 0.7040], [-0.8918, 1.6320, -1.9157], [-1.9047, 0.8319, 0.8212], [0.3302, -1.5668, -0.9076], [2.5913, -0.7471, 1.0854], [-2.4928, -0.5409, -1.1895], [1.2134, -0.8613, -0.5942], [1.8452, -0.7371, -1.3861], [2.2797, -2.4330, 0.4192]],
  "atomic_forces_ev_per_a": [[-0.9, 0.9, -0.2], [1.5, 0.1, -0.6], [-1.6, 4.5, 4.5], [-0.6, -1.4, -0.3], [-0.8, -1.0, 0.5], [-1.2, 1.6, -1.0], [1.5, -0.3, -2.2], [1.4, -1.0, -0.8], [-0.6, -1.2, -0.5], [-2.3, 0.4, -0.1], [0.0, 0.7, -0.2], [3.5, 0.0, 2.9], [2.0, -1.2, -1.8], [0.3, -0.7, -0.4], [-1.4, 2.4, 1.4], [1.6, 0.9, -0.1], [-0.7, -1.7, -1.1], [0.2, -0.4, 1.0], [-4.6, -1.4, 1.8], [1.5, 0.7, -2.2], [1.1, -2.0, -0.5]],
  "homo_lumo_gap_ev": 12.11,
  "de_lowest_kj_mol": 122.9,
  "lumo_ev": -3.28,
  "total_charge": 1,
  "spin_multiplicity": 1
}

Entry 7:
{
  "formula": "C5H14OSi",
  "method": "wB97M-V/def2-TZVPD",
  "species": ["C", "C", "C", "H", "H", "H", "H", "H", "H", "Si", "H", "H", "H", "H", "H", "C", "H", "H", "C", "H", "O"],
  "positions_angstrom": [[-3.4138, -1.0798, -0.8483], [2.7583, 0.5020, 0.5357], [1.7869, -1.7476, 0.0912], [2.8235, -1.9092, -0.1065], [1.4721, -0.1437, -1.1455], [-4.2818, -1.4034, -1.2537], [3.6493, 0.5464, -0.2114], [3.2643, -0.0147, 1.3144], [-2.5050, 1.6075, 1.1475], [-3.5824, 1.5180, 0.1899], [-0.3490, -0.7192, 0.6982], [-2.5077, -1.3718, -0.3848], [1.5093, -1.8549, 1.1109], [0.6146, 0.3363, 1.6194], [-0.1891, 0.9800, 0.2620], [0.2939, 0.1384, 0.6420], [-4.6686, 2.4974, 0.0656], [2.4882, 1.4717, 0.8161], [1.5747, -0.2740, -0.1137], [1.0838, -2.1936, -0.5929], [-3.7807, 0.1432, -0.4322]],
  "atomic_forces_ev_per_a": [[0.8, 2.8, 1.3], [1.7, -1.1, -3.7], [-0.5, 1.3, -0.5], [0.6, -1.0, -0.1], [0.1, 0.9, -1.6], [-1.6, -2.8, -1.5], [-1.5, 0.3, 0.8], [-0.3, -0.6, 1.2], [0.1, 0.1, 0.5], [0.9, 3.9, 0.8], [-0.8, -0.3, -0.1], [0.4, -1.2, -0.1], [0.1, -1.1, 1.0], [0.2, 0.4, 1.7], [-0.9, 1.4, -0.7], [1.2, -1.6, -0.9], [-0.1, -0.3, 0.3], [-0.2, 1.6, 0.5], [0.3, 0.9, 2.4], [0.1, -1.0, 0.0], [-0.5, -2.5, -1.2]],
  "homo_lumo_gap_ev": [7.98, 6.81],
  "de_lowest_kj_mol": 636.8,
  "lumo_ev": [0.18, 0.41],
  "total_charge": 0,
  "spin_multiplicity": 1
}

Entry 8:
{
  "formula": "C5H14S",
  "method": "wB97M-V/def2-TZVPD",
  "species": ["H", "C", "H", "H", "H", "C", "H", "H", "H", "H", "C", "H", "H", "H", "S", "C", "C", "H", "H", "H"],
  "positions_angstrom": [[0.6437, -0.5469, 0.7764], [0.2355, 2.3237, 0.5201], [-0.3802, -1.8203, 1.5071], [0.9237, 1.5412, 0.1953], [-1.2278, 1.1795, -0.6090], [0.0458, -0.9593, -2.0113], [1.3039, -2.1379, 1.1618], [1.4631, 2.8701, 2.2879], [0.1221, -1.4193, -2.9912], [0.0514, 1.7589, 2.5805], [0.4495, 2.5912, 2.0020], [0.4270, 3.2059, -0.0870], [-1.7267, 2.7868, -0.2703], [-1.8653, 1.5552, 0.9499], [0.0358, -2.3363, -0.8277], [-1.2030, 1.9399, 0.1712], [0.4223, -1.6067, 0.8047], [-0.1258, 3.4846, 2.2802], [0.8921, -0.3023, -1.8280], [-0.8921, -0.4132, -1.9619]],
  "atomic_forces_ev_per_a": [[-0.1, 0.1, -0.2], [-0.1, -0.2, 0.1], [-0.1, 0.2, -0.1], [0.0, 0.0, -0.1], [0.1, 0.0, 0.0], [-0.2, -0.1, 0.5], [0.1, 0.2, 0.1], [0.2, -0.5, -0.1], [0.1, 0.0, -0.1], [0.3, 0.0, 0.2], [-0.6, 1.0, 0.0], [0.5, 0.1, 0.1], [-0.1, 0.2, 0.1], [0.4, 0.1, 0.4], [0.0, 0.0, 0.0], [-0.6, -0.2, -0.6], [0.2, -0.6, -0.2], [-0.2, -0.2, 0.1], [0.0, 0.0, -0.1], [0.0, 0.1, 0.0]],
  "homo_lumo_gap_ev": 9.44,
  "de_lowest_kj_mol": 45.5,
  "lumo_ev": 1.03,
  "total_charge": 0,
  "spin_multiplicity": 1,
  "smiles": "CCC.CSC"
}

Entry 9:
{
  "formula": "C5H14S",
  "method": "wB97M-V/def2-TZVPD",
  "species": ["H", "H", "H", "H", "C", "C", "C", "H", "S", "H", "H", "H", "H", "C", "H", "H", "C", "H", "H", "H"],
  "positions_angstrom": [[-2.1441, 2.7615, 0.6645], [-1.2408, 3.6666, -0.6275], [-2.9294, 2.9086, -0.8793], [2.3420, 0.2765, 1.4307], [-1.5116, -1.5683, -0.2350], [-1.8910, 2.8230, -0.3990], [-2.0317, -0.1683, -0.0378], [2.3687, -1.6949, 1.5106], [-1.0274, 1.2842, -0.7457], [2.5300, -1.6435, -0.9553], [-1.3131, -1.6626, -1.3701], [3.6857, -0.4129, -0.9570], [-0.7078, -1.7349, 0.4147], [2.7865, -0.7585, -0.4160], [-2.2870, -0.0652, 1.1683], [3.9446, -0.8649, 1.5133], [2.9159, -0.6886, 1.1086], [-3.0281, -0.1242, -0.4988], [-2.2586, -2.3249, -0.0312], [1.7973, -0.0086, -0.6580]],
  "atomic_forces_ev_per_a": [[0.3, 0.6, 0.0], [-0.1, -0.2, 0.0], [1.7, 0.0, 0.1], [1.5, -2.0, 0.1], [-0.3, 0.7, -3.1], [-2.5, -0.8, 0.6], [-2.3, 1.5, 3.0], [0.8, 2.6, -0.5], [0.4, -1.7, -0.1], [-0.2, -1.2, 0.5], [0.4, -0.2, 1.8], [-0.5, 0.4, 0.3], [1.6, -0.5, 0.4], [-2.0, 3.4, -1.1], [0.9, 0.3, -2.9], [-0.8, 0.9, -0.4], [-1.8, -2.3, 1.0], [0.3, 0.3, 0.0], [-0.4, 0.1, 0.2], [3.0, -1.9, 0.2]],
  "homo_lumo_gap_ev": 9.49,
  "de_lowest_kj_mol": 201.9,
  "lumo_ev": 1.01,
  "total_charge": 0,
  "spin_multiplicity": 1,
  "smiles": "CCSC.CC"
}

Entry 10:
{
  "formula": "C5H14S",
  "method": "wB97M-V/def2-TZVPD",
  "species": ["H", "C", "C", "H", "C", "H", "H", "S", "H", "C", "H", "H", "H", "H", "C", "H", "H", "H", "H", "H"],
  "positions_angstrom": [[-0.4158, -0.5769, 1.1819], [-1.2079, -2.0213, -0.3283], [-1.2342, -0.7696, 0.4979], [-2.1525, -2.1450, -0.9120], [1.1756, -2.9714, 0.7532], [-1.2674, 0.0991, -0.1941], [-0.2523, 2.3299, 0.6824], [-0.5839, -3.5058, 0.5550], [0.4254, 1.6407, -1.4085], [0.0600, 3.2066, 0.0931], [1.5619, -2.8255, -0.2509], [-2.0704, -0.3864, 1.1063], [1.3972, -2.1387, 1.4126], [1.9130, 2.3685, -0.6836], [0.8833, 2.5340, -1.0273], [-0.6582, -1.9612, -1.2753], [1.6810, -3.7911, 1.2336], [0.5414, 3.9106, 0.7625], [-0.7798, 3.7561, -0.3439], [0.9835, 3.2472, -1.8547]],
  "atomic_forces_ev_per_a": [[0.6, -0.4, -0.3], [-0.7, -0.7, -0.9], [-0.3, 2.8, -0.4], [-0.1, -0.6, 1.5], [-0.7, -0.4, -0.3], [0.6, -0.3, -0.1], [-0.5, 0.7, 0.3], [0.1, 0.8, 0.0], [-0.2, -0.4, 0.0], [-0.4, -1.3, -0.4], [0.3, 0.1, 0.1], [-0.5, -1.6, -0.1], [-0.6, 0.4, -0.2], [-0.3, -0.4, -0.1], [1.0, 2.1, 0.2], [1.1, 0.6, 0.6], [0.2, -0.6, -0.1], [0.6, -0.1, -0.2], [-0.2, -0.4, 0.2], [0.0, -0.3, -0.1]],
  "homo_lumo_gap_ev": 9.56,
  "de_lowest_kj_mol": 103.8,
  "lumo_ev": 0.95,
  "total_charge": 0,
  "spin_multiplicity": 1,
  "smiles": "CCSC.CC"
}

Entry 11:
{
  "formula": "C5H14S",
  "method": "wB97M-V/def2-TZVPD",
  "species": ["H", "H", "C", "H", "H", "H", "H", "H", "C", "H", "C", "H", "S", "H", "H", "H", "H", "C", "C", "H"],
  "positions_angstrom": [[0.9420, -2.4085, 1.1366], [-3.1850, 1.3090, -0.9511], [-0.5361, 0.1899, -2.9028], [-1.5172, 1.8161, -1.0134], [-0.2696, -1.3806, 2.0575], [-2.6079, 0.2141, -3.0465], [-2.0596, -1.0174, -1.9318], [-0.2912, -0.7284, -3.4398], [0.3645, -1.4927, 1.1788], [0.5415, 0.8695, 3.0846], [-1.9032, 0.0122, -2.2341], [0.2739, 0.4344, -2.2139], [1.4432, -0.0408, 1.0244], [1.6682, -0.4685, 3.3410], [-0.3560, -1.4651, 0.3581], [-1.9925, 0.3973, -0.1184], [2.3318, 1.1584, 2.9404], [1.5110, 0.4657, 2.8070], [-2.1640, 0.9399, -1.0528], [-0.5367, 0.9924, -3.6372]],
  "atomic_forces_ev_per_a": [[-0.1, -0.2, 0.3], [-0.1, -0.1, -0.4], [0.2, -0.3, 0.1], [0.1, 0.0, -0.2], [0.3, -0.3, 0.2], [-0.3, -0.1, 0.2], [0.0, -0.2, 0.0], [0.2, 0.1, 0.0], [-0.5, 0.6, -0.4], [0.1, 0.3, 0.1], [-0.1, 0.8, -0.7], [0.0, -0.3, 0.2], [0.0, 0.3, 0.5], [0.2, 0.2, 0.3], [0.3, -0.1, -0.2], [0.2, 0.1, 0.0], [0.0, 0.1, 0.1], [-0.4, -1.0, -1.0], [0.0, 0.0, 0.8], [-0.2, 0.1, 0.0]],
  "homo_lumo_gap_ev": 9.49,
  "de_lowest_kj_mol": 42.7,
  "lumo_ev": 1.00,
  "total_charge": 0,
  "spin_multiplicity": 1,
  "smiles": "CCC.CSC"
}